A 10-piece molecular cluster, C36H76N4O10 overall in a non-equilibrium geometry, computed with ωB97M-V with the def2-TZVPD basis set.

```
126
C36H76N4O10 | OMol25 | ωB97M-V with the def2-TZVPD basis set
H 2.197 -0.337 -2.217
O 0.556 -4.618 1.898
H 6.005 2.367 2.657
C 0.011 -1.908 -5.961
H 0.233 -3.308 -0.175
O 4.487 2.661 -0.540
H 5.518 -0.449 -1.460
H -1.616 -1.353 -7.298
H -5.532 -2.164 5.668
H 3.369 2.368 5.805
H -3.765 -0.383 2.588
H 6.521 2.752 5.011
C 0.669 1.551 0.025
H 1.110 0.401 1.840
H -6.540 -2.792 -2.722
H 3.241 1.868 3.117
H 7.050 1.107 4.696
C 0.791 -4.135 -3.175
O 5.190 1.324 5.655
C -5.996 -2.218 -1.968
C 0.322 0.388 -5.475
H -1.055 3.829 -3.406
H 3.456 -0.426 -3.392
C 0.297 0.951 1.372
C -0.855 0.009 0.986
C 6.175 1.754 4.717
H -5.935 -2.839 -1.068
H -0.783 -5.213 4.844
C -1.294 -3.141 -2.354
H 1.319 -6.511 1.871
C 2.509 4.849 1.124
C 3.884 2.155 -1.465
C -3.297 3.494 -1.433
H 3.350 0.680 5.138
H -1.857 0.340 1.285
H 0.407 -1.189 -3.941
H 3.433 7.682 0.442
H -5.640 0.812 -1.812
H -1.847 4.728 0.183
H -2.454 -1.708 3.905
H 5.511 6.173 1.013
C -0.846 -5.071 3.770
C -4.659 -1.764 -2.507
C -0.604 -6.373 2.976
H 1.660 1.122 -0.157
H -4.275 -4.130 4.182
H -3.941 -2.550 -2.755
H -3.414 -0.191 -1.627
O -6.621 -0.989 -1.601
N 3.855 0.846 -1.773
H -1.670 5.510 -3.401
H -2.710 4.256 -3.860
H 0.718 -1.872 -0.970
H 2.449 0.981 -3.400
C 0.700 -0.983 -4.970
H 2.005 7.417 1.381
H 0.032 -3.121 3.232
H -0.061 -7.064 3.628
H -6.234 -2.878 4.209
H 1.186 -4.275 3.817
H -4.724 -1.676 1.947
H 0.061 1.062 -4.646
H -4.742 -1.231 -3.457
H -1.287 5.968 -0.837
H 1.821 -3.220 -0.930
H -0.060 1.683 2.099
H 5.091 5.545 2.594
O 0.265 -4.652 -4.143
C 4.819 5.513 1.537
C 0.340 -6.018 1.830
C 3.072 7.211 1.361
N -2.347 4.381 -1.793
H -2.036 -1.170 -5.521
C 3.887 1.630 5.190
N 0.126 -3.350 -2.297
H 1.133 0.871 -6.027
H -0.750 -0.984 1.434
H 5.019 0.471 -0.112
C 0.772 -2.965 -1.063
H 1.871 -4.181 -2.990
C -1.273 -1.087 -6.300
H 3.310 2.730 -2.208
C 4.617 -0.079 -0.968
H -1.616 -2.100 -2.327
H -3.559 -3.126 5.414
H -3.965 -1.413 -0.493
C -3.215 -2.339 3.444
C -1.413 4.883 -0.812
H 4.086 -0.905 -0.494
H -1.153 1.851 -1.151
C -4.231 -1.331 2.868
O -0.842 -0.126 -0.426
H -1.508 -6.889 2.660
H -0.420 4.437 -0.742
C -1.904 4.469 -3.156
C -4.076 -3.091 4.453
H 5.412 0.764 2.981
H -2.786 -2.913 2.626
C 4.040 2.208 3.777
C -5.383 -2.315 4.599
O -3.876 2.748 -2.193
H 0.572 -2.097 -6.874
H 3.548 7.701 2.210
H -5.801 0.218 -0.160
N 3.407 5.796 1.359
C 5.439 1.782 3.384
C 0.276 -4.185 3.205
H 0.813 2.633 -0.018
C -5.550 -0.072 -1.182
O -0.847 0.279 -6.280
H 1.781 -1.090 -5.087
C -4.257 -0.836 -1.373
H -1.766 -3.664 -1.516
H -3.475 3.480 -0.347
H 3.973 3.301 3.765
H 5.016 4.530 1.104
C 2.942 0.278 -2.730
H -0.093 -6.338 0.878
O -5.261 -1.122 3.824
O 1.317 5.008 0.903
H -1.762 -3.561 -3.243
C -0.375 1.098 -1.005
H -0.355 -2.851 -5.551
H 2.929 3.853 1.327
H 0.045 0.821 -1.972
H -1.811 -4.650 3.501
```

## Properties
- energy relative to the best compared isomer or geometry (same formula, charge and spin) (kcal per mole) = 56.99
- highest occupied orbital energy (eV) = -9.0
- structure (SMILES) = CN(C)C=O.CN(C)C=O.CN(C)C=O.CN(C)C=O.C1CCOC1.C1CCOC1.C1CCOC1.C1CCOC1.C1CCOC1.C1CCOC1
- energy (a.u.) = -2388.57732
- largest force on an atom (eV/Å) = 2.11
- E_LUMO (Eh) = 0.009

These are the Mulliken partial charges, in e, on atoms 1 to 4: number 1, H, carries -0.026; number 2, O, carries -0.376; number 3, H, carries 0.345; number 4, C, carries -0.494